No. 1
Molecular formula: C15H23NO2
Method: DFT, the ωB97M-V functional and the def2-TZVPD basis

Each line ends with the Mulliken charge.
Element x y z (Å)
C 1.965 0.591 4.436  -0.859
H 2.292 -0.427 4.202  0.336
O 0.955 1.023 3.558  -0.433
C 1.244 1.111 2.230  0.724
C 2.467 0.790 1.666  -0.366
C 2.657 0.919 0.290  0.397
C 1.621 1.363 -0.518  -0.615
C 0.391 1.683 0.048  0.497
C 0.207 1.561 1.412  -0.589
H -0.736 1.814 1.871  0.464
C -0.768 2.109 -0.825  -1.662
N -1.837 1.133 -0.936  -0.234
H -2.202 0.914 -0.014  0.327
C -1.522 -0.092 -1.644  0.127
C -2.830 -0.827 -2.017  -1.210
C -2.812 -2.174 -1.285  0.527
C -3.487 -2.094 0.081  -1.608
H -3.014 -1.342 0.706  0.300
H -3.424 -3.053 0.592  0.393
H -4.538 -1.835 -0.031  0.384
C -1.317 -2.480 -1.166  -1.048
H -0.945 -2.862 -2.120  0.341
H -1.103 -3.220 -0.395  0.433
C -0.677 -1.128 -0.864  -0.361
H -0.732 -0.915 0.205  0.170
H 0.374 -1.098 -1.146  0.226
H -3.322 -2.942 -1.874  0.427
H -2.870 -0.988 -3.094  0.232
H -3.689 -0.220 -1.737  0.453
H -0.995 0.208 -2.555  0.286
H -0.415 2.327 -1.837  0.406
H -1.214 3.021 -0.415  0.431
H 1.748 1.467 -1.584  0.373
O 3.902 0.578 -0.153  -0.460
C 4.174 0.680 -1.529  -0.785
H 3.526 0.022 -2.118  0.309
H 5.209 0.364 -1.649  0.254
H 4.067 1.709 -1.886  0.319
H 3.301 0.438 2.251  0.502
H 1.519 0.607 5.430  0.241
H 2.829 1.263 4.416  0.349

As for the HOMO-LUMO gap: 9.0559 eV. As for the energy above the lowest of the compared OMol25 structures with the same formula, charge and spin: 41.2 kcal per mole. As for the SMILES: COc1cc(CN[C@H]2CC[C@@H](C)C2)cc(OC)c1.


No. 2
Molecular formula: C15H24AsF4N2PdTe
Method: DFT, the ωB97M-V functional and the def2-TZVPD basis

Each line ends with the Mulliken charge.
Element x y z (Å)
Pd 0.916 -0.583 -0.520  -0.217
C 0.095 2.802 -1.899  -0.892
C -0.721 3.242 -0.692  -0.959
N -0.769 2.228 0.343  1.063
C -2.005 2.215 1.097  -0.586
C -3.130 1.539 0.324  -1.154
C 0.446 2.221 1.140  -1.150
C 0.569 1.043 2.104  -1.013
N 0.246 -0.201 1.440  -0.048
C -0.370 -1.177 2.108  0.400
C -1.084 -2.181 1.396  -0.085
F -1.127 -2.092 0.037  -0.305
C -1.783 -3.196 1.994  0.052
F -2.454 -4.069 1.211  -0.335
C -1.843 -3.340 3.371  -0.604
C -1.144 -2.395 4.098  0.225
F -1.125 -2.498 5.446  -0.334
C -0.432 -1.369 3.518  0.613
F 0.294 -0.578 4.346  -0.360
H 0.146 3.599 -2.645  0.429
H -0.371 1.921 -2.348  0.064
H 1.111 2.523 -1.616  0.286
H -1.743 3.461 -1.009  0.428
H -0.315 4.191 -0.291  0.293
H -2.311 3.232 1.408  0.365
H -1.840 1.651 2.014  0.281
H -3.328 2.044 -0.624  0.316
H -4.058 1.537 0.901  0.424
H -2.846 0.509 0.105  0.129
H 0.549 3.155 1.728  0.231
H 1.293 2.180 0.453  0.334
H -0.082 1.207 2.965  0.517
H 1.600 1.055 2.481  0.322
H -2.388 -4.141 3.843  0.467
Te 3.387 0.136 -0.470  -0.703
C 2.090 0.298 -3.988  -1.034
As 1.535 -1.037 -2.695  0.705
C 2.750 -2.501 -3.067  -1.040
C -0.072 -1.695 -3.607  -1.183
H 2.134 -0.152 -4.981  0.417
H 3.060 0.687 -3.689  0.283
H 1.363 1.109 -3.977  0.299
H 2.769 -2.726 -4.134  0.373
H 2.408 -3.370 -2.505  0.314
H 3.737 -2.219 -2.709  0.318
H 0.163 -1.989 -4.632  0.403
H -0.824 -0.908 -3.615  0.331
H -0.472 -2.549 -3.061  0.318

As for the HOMO-LUMO gap: 5.9429 eV. As for the energy above the lowest of the compared OMol25 structures with the same formula, charge and spin: 0.0 kcal per mole. As for the charge: -1.


No. 3
Molecular formula: C15H24N2O2S
Method: DFT, the ωB97M-V functional and the def2-TZVPD basis

Each line ends with the Mulliken charge.
Element x y z (Å)
C -1.152 -1.519 4.153  -0.885
C -2.193 -0.412 4.041  -0.522
H -3.129 -0.750 4.490  0.357
H -1.854 0.470 4.589  0.325
C -2.478 -0.015 2.585  -0.751
C -1.270 0.567 1.945  -0.376
N -1.033 1.846 2.060  -0.817
O 0.160 2.120 1.462  -0.229
C 0.667 0.984 0.986  -0.398
C -0.194 -0.062 1.238  2.073
C 0.147 -1.392 0.753  0.751
N -0.566 -2.412 0.508  -0.700
O -1.937 -2.360 0.752  -0.299
H -2.254 -3.230 0.472  0.352
C 1.605 -1.535 0.395  -1.390
H 1.747 -2.493 -0.104  0.467
H 2.198 -1.532 1.314  0.357
C 2.059 -0.378 -0.509  0.047
C 1.177 -0.329 -1.763  0.161
C 1.703 0.580 -2.870  0.210
C 2.793 -0.078 -3.700  -1.616
H 2.409 -0.976 -4.178  0.393
H 3.639 -0.349 -3.070  0.359
H 3.139 0.601 -4.475  0.426
H 2.073 1.525 -2.462  0.218
S 0.331 1.046 -4.011  -0.137
C -0.633 2.203 -2.964  -0.306
C -1.953 1.617 -2.496  -0.984
H -2.566 1.342 -3.351  0.332
H -2.490 2.353 -1.901  0.309
H -1.802 0.729 -1.887  0.196
H 0.000 2.483 -2.123  0.116
H -0.808 3.083 -3.582  0.479
H 1.068 -1.337 -2.166  0.445
H 0.183 0.006 -1.464  -0.652
H 3.099 -0.550 -0.802  0.575
C 1.977 0.929 0.293  -1.112
H 2.103 1.809 -0.341  0.322
H 2.776 0.957 1.042  0.486
H -2.805 -0.889 2.025  0.239
H -3.263 0.742 2.573  0.371
H -1.449 -2.380 3.559  0.211
H -1.043 -1.834 5.188  0.418
H -0.182 -1.178 3.797  0.182

As for the HOMO-LUMO gap: 9.2314 eV. As for the energy above the lowest of the compared OMol25 structures with the same formula, charge and spin: 66.8 kcal per mole. As for the SMILES: CCCc1noc2c1/C(=N\O)C[C@@H](C[C@@H](C)SCC)C2.


No. 4
Molecular formula: C15H24N4OP2Yb
Method: DFT, the ωB97M-V functional and the def2-TZVPD basis

Each line ends with the Mulliken charge.
Element x y z (Å)
Yb 0.195 0.028 0.083  -0.771
P 1.003 2.041 0.305  0.098
P 1.862 -1.367 0.511  0.166
N -1.353 0.908 -0.691  0.368
N -0.678 -1.564 -0.667  0.440
H -3.238 0.422 -1.578  0.518
H -2.662 -2.153 -1.190  0.557
H -2.956 -0.136 0.109  0.092
C -2.489 -0.004 -0.884  -0.513
H -1.772 -1.287 -2.474  0.328
C -1.923 -1.346 -1.374  -0.780
H -2.243 2.560 -1.588  0.448
H -0.635 -3.643 -0.957  0.459
C -1.362 2.140 -1.071  0.032
C -0.094 -2.766 -0.560  -0.153
H -0.495 3.973 -0.343  0.562
C -0.174 3.016 -0.796  -0.645
H 0.344 3.258 -1.740  0.263
H 3.073 -1.105 -0.196  0.176
H 2.426 -1.534 1.812  0.222
H 2.281 2.392 -0.184  0.137
H 0.984 2.866 1.477  0.161
O 1.222 0.512 -1.552  -0.521
C 0.866 0.137 -2.859  1.201
C 1.210 1.293 -3.815  -1.419
C 1.599 -1.149 -3.269  -1.194
H -0.230 -0.048 -2.945  -0.287
H 0.604 2.189 -3.590  0.273
H 2.275 1.561 -3.702  0.334
H 1.027 1.016 -4.869  0.411
H 1.403 -1.950 -2.538  0.232
H 1.287 -1.497 -4.272  0.390
H 2.689 -0.965 -3.287  0.316
C 1.159 -2.927 0.018  -0.393
H 1.634 -3.903 0.135  0.452
N 2.215 0.613 6.108  -0.358
C 1.325 0.410 5.392  -0.351
C 0.224 0.148 4.504  -0.153
C -1.042 -0.160 4.994  -0.110
C -2.074 -0.448 4.100  -0.927
C -1.825 -0.435 2.720  -0.083
N -0.581 -0.126 2.250  -0.132
C 0.428 0.162 3.125  -0.033
H -1.226 -0.178 6.063  0.543
H -3.061 -0.685 4.475  0.439
H -2.632 -0.673 2.063  0.439
H 1.410 0.403 2.744  0.765

As for the HOMO-LUMO gap (alpha / beta): 8.5036 / 5.9870 eV. Its expectation value of S² is 2.027. As for the energy above the lowest of the compared OMol25 structures with the same formula, charge and spin: 158.4 kcal per mole. As for the charge: +2. Its spin multiplicity is 3.


No. 5
Molecular formula: C15H24N6O10PS2
Method: DFT, the ωB97M-V functional and the def2-TZVPD basis

Each line ends with the Mulliken charge.
Element x y z (Å)
C 1.427 -1.870 -0.054  -0.957
P -0.298 -2.187 -0.673  0.059
C -0.412 -3.814 -1.522  -1.100
C -0.833 -0.809 -1.808  1.627
C -2.370 -0.938 -2.035  0.070
O -2.883 -2.012 -1.663  -0.732
O -2.935 0.024 -2.575  -0.685
C -0.083 -0.743 -3.123  -0.103
C 1.275 -0.424 -3.183  -0.075
C 1.951 -0.339 -4.393  -0.976
C 1.295 -0.578 -5.597  -0.366
C -0.058 -0.897 -5.549  -0.803
C -0.733 -0.980 -4.333  -0.405
N -0.515 0.475 -1.067  0.120
S -1.557 0.624 0.320  -0.160
N -0.629 1.594 -1.974  -0.424
C -0.816 2.694 -1.510  0.414
S -1.006 4.157 -0.986  -0.400
H 2.113 -2.633 -0.409  0.370
H 1.392 -1.798 1.021  0.319
H 1.731 -0.897 -0.438  0.338
H 0.514 -4.376 -1.400  0.362
H -1.190 -4.364 -1.003  0.309
H -0.725 -3.728 -2.560  0.326
H 1.837 -0.208 -2.287  0.297
H 2.998 -0.067 -4.425  0.388
H 1.786 -0.494 -6.554  0.383
H -0.583 -1.057 -6.481  0.386
H -1.787 -1.203 -4.366  0.395
H -0.635 0.519 1.294  0.114
C -2.419 5.760 2.606  -0.750
N -1.464 6.908 2.540  0.930
O -1.005 7.325 3.586  -0.565
O -1.203 7.353 1.442  -0.537
H -2.551 5.474 3.637  0.353
H -3.354 6.092 2.170  0.324
H -1.989 4.949 2.026  0.226
C -5.519 2.296 2.012  -0.628
N -4.882 3.573 2.438  0.913
O -5.416 4.612 2.113  -0.540
O -3.855 3.482 3.081  -0.521
H -6.413 2.532 1.449  0.297
H -4.798 1.762 1.398  0.202
H -5.753 1.736 2.912  0.278
C 2.233 -4.455 4.279  -0.795
N 2.153 -3.876 2.909  0.837
O 2.230 -4.637 1.973  -0.510
O 2.014 -2.672 2.835  -0.470
H 2.355 -5.528 4.191  0.312
H 3.086 -4.001 4.775  0.285
H 1.309 -4.204 4.791  0.297
C 5.126 -0.848 2.003  -0.692
N 5.470 -1.570 0.747  0.902
O 4.551 -1.977 0.077  -0.467
O 6.653 -1.695 0.491  -0.578
H 4.045 -0.818 2.093  0.227
H 5.575 -1.395 2.826  0.271
H 5.543 0.152 1.928  0.306

As for the HOMO-LUMO gap: 5.6165 eV. As for the charge: -1.


No. 6
Molecular formula: C15H24PdS3
Method: DFT, the ωB97M-V functional and the def2-TZVPD basis

Each line ends with the Mulliken charge.
Element x y z (Å)
Pd 0.941 -3.113 -1.912  0.138
C -3.902 3.489 3.471  -1.347
C -2.871 4.428 3.004  0.827
C -1.492 4.089 3.070  -0.525
C -0.490 5.072 2.867  0.921
C 0.923 4.802 3.172  -1.390
C -0.885 6.353 2.387  -0.488
C -2.255 6.725 2.266  0.739
C -2.641 8.091 1.921  -1.348
C -3.228 5.710 2.503  -0.641
H -4.006 2.690 2.718  0.375
H -4.875 3.957 3.602  0.426
H -3.592 2.985 4.391  0.426
H -1.216 3.089 3.385  0.521
H 1.403 4.459 2.238  0.366
H 1.049 4.011 3.909  0.426
H 1.460 5.703 3.473  0.437
H -0.117 7.080 2.139  0.525
H -2.567 8.173 0.815  0.390
H -1.938 8.835 2.302  0.431
H -3.669 8.331 2.186  0.426
H -4.277 5.934 2.331  0.502
C -0.314 -6.066 -2.038  -0.656
C 0.990 -6.348 -1.310  -0.540
S 1.692 -4.868 -0.492  0.102
C 3.441 -4.905 -1.001  -0.654
C 3.685 -4.829 -2.499  -0.541
S 2.857 -3.403 -3.291  0.109
C 2.041 -4.149 -4.739  -0.658
C 1.022 -5.232 -4.425  -0.541
S -0.257 -4.692 -3.231  0.113
H -1.118 -5.795 -1.351  0.430
H -0.643 -6.954 -2.582  0.432
H 1.749 -6.766 -1.968  0.378
H 0.811 -7.076 -0.517  0.468
H 3.878 -5.819 -0.593  0.432
H 3.894 -4.067 -0.469  0.428
H 3.372 -5.735 -3.015  0.379
H 4.752 -4.702 -2.685  0.468
H 2.827 -4.546 -5.385  0.433
H 1.593 -3.303 -5.263  0.433
H 1.485 -6.139 -4.044  0.381
H 0.488 -5.498 -5.339  0.467

As for the HOMO-LUMO gap (alpha / beta): 8.2043 / 5.2755 eV. Its expectation value of S² is 6.017. As for the energy above the lowest of the compared OMol25 structures with the same formula, charge and spin: 0.0 kcal per mole. As for the charge: +4. Its spin multiplicity is 5.


What electronic energy values result from the calculations? In sequence: -790.57800 -3726.63901 -1244.07191 -2720.77556 -2804.23388 -1906.77894 Eh.